Density functional theory data (the ωB97M-V functional and the def2-TZVPD basis) for a molecular structure, C25H54F6N7O13PS at a distorted geometry.

Geometry as XYZ:
```
107
Properties=species:S:1:pos:R:3:mulliken_charge:R:1
S 3.05972 -3.67672 -0.06193 1.10
P 1.48904 -1.41383 0.53543 0.78
F -1.23177 -5.20613 0.27375 -0.30
F -1.42536 -3.59378 1.69680 -0.21
F 4.61491 -5.09263 -1.54909 -0.18
F 2.84007 -4.35907 -2.56480 -0.22
F -2.99197 -3.94550 0.25720 -0.30
F 4.47800 -3.01823 -2.16246 -0.20
O 4.68878 5.97052 -4.64921 -0.60
O 4.10937 -3.40120 0.86304 -0.61
O -1.79914 0.58191 7.37558 -0.64
O 1.17514 -2.14573 1.75613 -0.69
O 2.38746 -2.32590 -0.52067 -0.20
O 2.11108 -4.70476 0.19884 -0.56
O -2.40626 0.02347 -2.31245 -0.78
O -2.57110 0.06557 3.28821 -0.63
O 6.21411 -9.84508 3.07991 -0.59
O -5.75501 3.78473 -3.73342 -0.55
O 0.30684 -0.87586 -0.31510 -0.23
O 4.22507 0.93826 -1.63015 -0.57
O 2.40783 -0.14546 0.73540 -0.37
N -7.89325 3.38593 -3.11196 0.10
N -2.89554 2.55524 7.19228 0.13
N 2.99751 2.83549 -1.86652 0.23
N 5.09471 -8.20604 1.98187 0.15
N -2.04253 2.06891 -3.21825 0.23
N 6.37205 4.55626 -5.20431 0.13
N -3.04504 -1.70141 4.63132 0.42
C -1.67369 0.97517 -2.54204 0.63
C 3.80193 -4.06003 -1.70325 0.73
C 4.11585 2.10002 -1.98295 0.02
C -2.86292 3.95898 6.84405 -0.93
C -0.98503 -3.01825 -0.57866 -0.62
C -3.34198 -0.78594 3.69759 -0.02
C -1.70522 -1.70107 5.20957 -0.65
C -9.28726 3.77502 -3.14788 -0.91
C -3.40787 2.15978 -3.72640 -1.09
C -1.64964 -3.93947 0.42295 0.84
C -1.80896 1.76669 7.09739 0.15
C -4.00656 -2.68449 5.07651 -1.04
C 1.82300 2.20799 -1.28084 -0.95
C -1.12879 3.16584 -3.45832 -0.73
C 2.93774 4.21575 -2.30481 -0.56
C 5.62791 4.03447 -6.33885 -0.94
C 3.98716 -9.09322 1.67249 -0.91
C -0.98711 -1.54257 -0.17507 0.00
C 6.13326 -8.69846 2.68325 0.12
C -7.50132 2.19795 -2.37024 -0.91
C 5.04578 -6.83041 1.52964 -0.91
C -6.93508 4.08595 -3.74388 0.11
C 5.79833 5.51119 -4.44941 0.09
C 7.69506 4.03836 -4.92225 -0.94
C -4.13718 1.96084 7.65412 -0.90
H -9.65931 3.97357 -2.14101 0.33
H -1.63425 -1.02153 -0.86251 0.21
H 3.23941 -8.54070 1.10855 0.32
H 5.94642 -6.30743 1.84436 0.26
H -4.44098 1.15008 6.99091 0.22
H 6.22794 3.27746 -6.83728 0.39
H -8.38598 1.75194 -1.92300 0.37
H -1.86022 4.22738 6.51801 0.29
H 0.00410 -3.41748 -0.78522 0.07
H -1.63807 -2.49457 5.94922 0.43
H -6.78879 2.45428 -1.58604 0.28
H -4.19111 -2.58427 6.14830 0.33
H -1.55206 -3.12360 -1.50152 0.45
H -3.64356 -3.69540 4.87971 0.34
H 2.04618 1.86697 -0.27528 0.44
H -4.91099 2.72453 7.67038 0.39
H -3.54131 3.10393 -4.24080 0.41
H -1.51006 4.08752 -3.01510 0.34
H -9.39634 4.67910 -3.74347 0.29
H 1.53333 1.33839 -1.87363 0.13
H 2.17990 4.34090 -3.08037 0.27
H 4.68750 3.59230 -6.00904 0.27
H 3.53838 -9.47905 2.58796 0.31
H -7.02487 1.47362 -3.03106 0.29
H -1.38921 -1.40040 0.82315 0.18
H 7.65678 2.96528 -4.72570 0.34
H -0.96105 -1.86388 4.42814 0.12
H 3.32071 -0.46479 0.82218 0.34
H -3.12830 4.57835 7.70348 0.35
H -3.59867 1.33312 -4.41176 0.28
H -3.56083 4.17263 6.03209 0.34
H 4.95179 2.65933 -2.43943 0.23
H 6.43534 5.84190 -3.61112 0.32
H -4.94626 -2.54364 4.54470 0.32
H 1.00456 2.92490 -1.25387 0.47
H -0.99376 3.32711 -4.52946 0.38
H 4.17775 -6.31771 1.94776 0.33
H 4.97914 -6.79327 0.44073 0.35
H 2.69458 4.87519 -1.46940 0.32
H 5.39273 4.83364 -7.04166 0.30
H 6.92228 -7.94935 2.86864 0.26
H -7.31876 4.96907 -4.28053 0.24
H -1.51596 -0.74304 5.68414 0.07
H 8.36655 4.21354 -5.76479 0.37
H -0.91507 2.29746 6.73180 0.29
H -9.89712 2.98746 -3.59438 0.33
H 8.10079 4.53822 -4.04496 0.30
H -0.15958 2.93687 -3.01512 0.07
H -4.11775 2.09585 -2.90687 0.37
H -4.37394 -0.87585 3.31330 0.33
H -0.62712 1.00055 -2.19356 -0.17
H 4.33146 -9.94518 1.08551 0.30
H 3.89624 4.51352 -2.71821 -0.02
H -4.01471 1.54613 8.65492 0.30
```

## Properties
Kohn-Sham gap (eV): 9.222
Electronic energy (eV): -100281.259
LUMO level (eV): 0.467
HOMO (Eh): -0.322
Net charge: 0
Spin multiplicity: 1